Entry 1:
C2H4Cl4 | wB97M-V/def2-TZVPD

As for the net charge: 0. For the HOMO-LUMO gap, the calculation gives 0.42226 Ha. The energy above the lowest of the compared OMol25 structures with the same formula, charge and spin is 0.263 eV. The total energy is -52228.31992 eV. The calculation puts the strongest force on any atom at 1.30 eV/A. Its SMILES is ClCCl.ClCCl. For the HOMO energy, the calculation gives -11.0 eV.

XYZ file:
```
10
Properties=species:S:1:pos:R:3:forces:R:3
Cl 0.945535 1.739002 4.602609 0.209 -0.083 -0.085
Cl -2.234500 0.212889 -4.847598 -0.262 0.266 0.140
Cl 3.364734 0.007998 4.391417 -0.189 -0.109 0.274
Cl -1.175889 -0.746782 -2.264908 -0.978 -0.384 -0.764
C 2.156834 1.004459 3.558906 0.605 -0.137 -0.815
C -2.290269 -1.100727 -3.662543 0.867 -0.090 -0.383
H 1.684166 0.379823 2.800941 -0.174 0.050 0.357
H -3.321454 -1.306872 -3.375705 0.329 0.327 0.383
H 2.763027 1.745064 3.037243 -0.452 0.279 0.268
H -1.892185 -1.934854 -4.240362 0.046 -0.119 0.626
```
Forces are in eV/Å.



Entry 2:
C11H4BrCl5NReSbSe4 | wB97M-V/def2-TZVPD

As for the net charge: +3. For the HOMO-LUMO gap, the calculation gives 0.19558 Ha. The energy above the lowest of the compared OMol25 structures with the same formula, charge and spin is 0.000 eV. The total energy is -415638.75357 eV. The calculation puts the strongest force on any atom at 0.70 eV/A. For the HOMO energy, the calculation gives -17.4 eV.

XYZ file:
```
28
Properties=species:S:1:pos:R:3:forces:R:3
Re -0.445969 -0.621989 -0.109575 0.613 0.263 -0.200
Sb -1.476181 -4.976351 1.690301 -0.173 -0.357 0.258
Br -3.325494 1.119801 -1.125208 0.034 0.007 -0.086
Se -1.754520 -2.166172 -0.885283 -0.111 -0.108 -0.156
Se 0.646440 -1.596652 1.567868 -0.167 0.052 -0.041
Se -0.046844 -6.189807 0.407960 -0.088 0.166 0.054
Se -3.013684 -4.155994 3.154674 0.199 -0.035 -0.213
Cl 4.925926 -2.284078 -1.852686 0.024 -0.006 -0.008
Cl -0.141659 1.231477 -1.952510 -0.113 -0.093 0.019
Cl 4.753916 -0.021305 -3.986864 0.019 0.000 -0.009
Cl 2.591750 -2.710061 0.139143 0.014 -0.006 -0.025
Cl 2.217418 1.852337 -4.084250 0.005 -0.001 -0.001
N -1.424186 0.971351 0.943557 -0.177 0.113 0.143
C -2.431858 3.226438 2.259139 -0.052 0.047 -0.021
C 2.334852 0.554817 -2.999461 0.005 0.044 -0.044
C -2.959369 2.824340 1.044788 0.030 -0.010 0.049
C -1.420930 2.467805 2.834425 0.052 -0.015 0.023
C 1.312121 0.269818 -2.127991 0.124 -0.053 0.063
C 3.467727 -0.281907 -2.930739 -0.046 0.029 -0.004
C -2.455105 1.695786 0.426578 -0.019 -0.134 0.133
C 3.537924 -1.309977 -1.967975 -0.048 -0.026 0.049
C 1.303636 -0.752724 -1.199303 -0.312 0.059 0.198
C -0.949028 1.371533 2.163649 0.140 0.110 -0.145
C 2.463215 -1.519108 -1.107601 0.065 -0.030 -0.037
H -0.133245 0.799467 2.573895 -0.012 -0.002 0.007
H -3.769602 3.365289 0.577026 -0.005 -0.009 -0.002
H -0.991733 2.726334 3.792278 0.000 0.000 -0.003
H -2.815520 4.109531 2.754166 -0.002 -0.004 -0.001
```
Forces are in eV/Å.



Entry 3:
C25H26MoPS2 | wB97M-V/def2-TZVPD

As for the net charge: +1. For the HOMO-LUMO gap (alpha / beta), the calculation gives 0.24921 / 0.27486 Ha. The expectation value of S² is 2.175. As for the spin multiplicity: 3. The total energy is -59156.19051 eV. The calculation puts the strongest force on any atom at 1.10 eV/A. For the HOMO energy (alpha / beta), the calculation gives -11.2 / -11.3 eV.

XYZ file:
```
55
Properties=species:S:1:pos:R:3:forces:R:3
Mo 0.836171 1.185348 1.007337 0.145 0.925 0.583
S 1.410084 1.657005 3.180616 0.158 -0.250 0.044
S 0.569056 3.468721 0.668100 0.079 0.022 -0.147
P 0.390914 -0.995983 -0.008422 0.106 -0.164 -0.457
C -0.279611 0.375638 -1.026894 -0.078 -0.268 -0.121
C -2.023662 1.965275 -1.476049 -0.063 0.095 -0.038
C -1.799063 -4.147012 1.209300 0.037 0.054 0.010
C -2.442987 0.305369 0.355727 -0.019 0.054 -0.219
C 3.477642 -3.022240 -1.760439 0.030 0.014 -0.003
C 2.791062 0.768883 0.234061 -0.320 -0.568 -0.200
C 2.206258 -2.699571 -1.320561 -0.043 0.013 -0.079
C -2.453550 -4.560740 0.059065 -0.023 -0.007 -0.045
C 4.515795 -2.111891 -1.580816 -0.013 -0.014 0.002
C -0.753813 -2.377894 -0.069146 -0.062 -0.017 0.227
C -1.160914 4.775624 2.355063 -0.039 -0.029 0.043
C -0.151859 3.665777 2.233650 -0.053 -0.130 0.188
C 0.023306 2.051378 -2.746952 -0.044 0.094 -0.034
C -1.269446 -2.086278 -2.574896 -0.008 -0.112 0.128
C -2.259018 -3.887703 -1.140012 -0.028 0.011 -0.045
C 1.978840 -1.464009 -0.710915 -0.114 -0.171 0.116
C -1.565737 0.888741 -0.729110 0.024 -0.038 0.187
C -1.245839 2.539804 -2.471390 -0.054 0.083 -0.068
C -0.343943 3.167002 4.704157 -0.015 -0.021 -0.098
C 3.014171 -0.554829 -0.492294 0.183 0.320 0.141
C 0.216632 2.900113 3.323823 -0.210 0.135 -0.084
C 0.502345 0.974360 -2.026240 0.020 0.002 0.096
C -0.955271 -3.050062 1.140360 -0.003 -0.063 -0.032
C 4.285141 -0.896680 -0.954204 0.048 0.042 -0.029
C -1.412457 -2.785118 -1.240473 -0.036 -0.021 -0.095
H 1.483708 0.572791 -2.242026 0.010 -0.030 -0.025
H -2.061981 4.540010 1.785076 0.016 -0.004 0.009
H -3.272691 0.973305 0.574974 -0.015 0.031 -0.027
H -0.242514 -1.784254 -2.779007 0.025 -0.017 0.018
H -1.633613 3.382753 -3.032785 0.028 -0.063 0.052
H 5.515909 -2.359799 -1.918873 -0.079 0.022 0.028
H -2.849128 -0.663731 0.060030 -0.016 0.015 -0.031
H -0.752091 5.700225 1.945564 0.002 -0.012 -0.010
H -1.434364 3.110152 4.707925 0.047 -0.021 0.000
H 1.394851 -3.410038 -1.441309 0.026 0.069 0.019
H 5.105397 -0.202537 -0.802187 -0.045 -0.051 -0.013
H -0.441728 -2.711339 2.033175 0.002 0.008 -0.014
H -2.777798 -4.225053 -2.030937 0.026 0.007 0.053
H 3.012622 1.602372 -0.437008 0.029 0.070 -0.095
H 0.030673 2.448055 5.427419 0.049 -0.029 -0.026
H -3.121429 -5.413930 0.092381 0.048 0.055 -0.016
H 0.635217 2.506324 -3.515742 -0.040 -0.024 0.029
H -3.008661 2.366137 -1.265232 0.041 -0.004 -0.021
H -1.891416 -1.187392 -2.624345 0.031 -0.055 0.025
H -0.062428 4.167155 5.041805 -0.005 -0.039 -0.017
H -1.587018 -2.748970 -3.378275 -0.007 -0.009 0.022
H -1.448377 4.950580 3.391266 0.018 0.022 -0.128
H 3.662257 -3.980097 -2.233127 -0.009 0.086 0.039
H 3.493618 0.857582 1.062510 0.072 -0.047 0.106
H -1.905918 0.130518 1.288715 0.128 -0.024 0.130
H -1.943352 -4.669841 2.147567 0.013 0.054 -0.077
```
Forces are in eV/Å.



Question: Which of these has the lowest strongest force on any atom?
Answer: C11H4BrCl5NReSbSe4